(1)
Density functional theory data (ωB97M-V/def2-TZVPD) for C21H33Br2Cl3FK2N4NaO6 as an isolated structure at a distorted geometry.

```
73
Properties=species:S:1:pos:R:3:forces:R:3
C 2.27530 5.17993 2.08962 -0.5436 0.5437 -0.3055
C 1.22356 4.11318 1.85610 1.2963 -0.3099 0.9657
Br -0.28898 4.85524 0.93864 -0.4275 -0.1331 -0.3351
C 1.69123 2.85161 1.09036 -1.0388 1.7495 1.1550
Br 3.74626 2.52571 1.28917 -0.8157 1.3515 1.5539
C 0.89156 1.71423 1.64624 0.5408 -0.1054 -0.5314
C 1.31280 1.23524 2.88368 -0.8210 -0.8666 0.8396
C 0.50934 0.31156 3.57292 1.5021 1.3759 -0.0601
C -0.61876 -0.16270 3.03269 -0.9564 -0.5240 0.3459
Cl -1.67481 -1.27258 3.85817 -0.6672 0.0407 -0.6228
N -0.97679 0.19036 1.78376 -0.3089 0.4420 -0.8439
C -2.11293 -0.39196 1.06832 -0.2221 -0.5841 1.7075
C -3.42394 0.31272 0.95123 0.3975 -0.0852 -0.0962
O -3.99020 0.19352 -0.08587 0.2595 0.6837 2.4990
F -3.81938 1.02084 2.00411 -0.2455 -0.0825 -0.4130
C -0.22966 1.16044 1.08220 -0.4369 -0.2901 -0.5798
C -0.84536 1.40806 -0.25150 0.8569 0.0171 -0.6372
C -0.73065 0.20576 -1.27074 0.3172 0.4642 0.1581
C 0.55512 0.10384 -2.07679 0.1920 -0.0374 -0.2431
C 1.42388 -1.10549 -1.54153 0.8594 0.6958 0.2448
N 2.90605 -0.95207 -1.31369 -0.8043 0.2581 0.1251
H 2.83921 4.98662 2.99074 0.3572 -0.2588 0.0477
H 2.91157 5.30595 1.22365 0.2919 -0.0598 -0.1103
H 1.76945 6.12461 2.24720 -0.1170 0.2151 0.1618
H 0.86409 3.79234 2.82574 -0.3662 0.2095 0.2342
H 1.48129 2.99773 0.03648 0.5537 0.2780 0.5930
H 2.19403 1.60907 3.35777 0.2284 0.3968 0.2530
H 0.86491 0.03121 4.53934 0.7592 2.7547 -2.9294
H -1.83884 -0.45063 0.05421 -0.2609 -0.6347 0.0613
H -2.31268 -1.39582 1.41888 0.0291 -0.2399 0.1221
H -1.89626 1.58524 -0.07648 -0.1929 0.5109 -0.1093
H -0.44566 2.29652 -0.71606 0.1760 0.2194 -0.0147
H -0.80483 -0.71801 -0.72542 0.5208 -0.4451 -0.4820
H -1.67176 0.27525 -1.81482 0.1897 0.0539 -0.6832
H 1.06531 1.09193 -2.01057 -0.6623 -1.4326 -0.5684
H 0.36284 -0.07783 -3.12816 -0.2722 -0.1216 -0.1737
H 0.99751 -1.45346 -0.59672 -0.4354 -0.1655 0.0107
H 1.29838 -1.89131 -2.27240 0.0497 -0.3641 -0.0184
H 3.24827 -1.64948 -0.66478 0.0174 -0.3424 -0.1976
H 3.11642 0.01959 -1.00735 0.0821 -0.9312 -0.6090
C 0.18877 -6.57849 -1.90902 -0.0248 0.0210 -0.0369
C 0.18035 -5.93063 -3.28916 0.0333 -0.1323 0.2408
C 0.54102 -4.43959 -3.25462 -0.1548 -0.2517 -0.2884
C -0.45667 -3.66577 -2.51907 0.1300 -0.0444 0.1892
N -1.21877 -3.08913 -1.88161 -0.2830 0.1435 -0.0924
H -0.56679 -6.13726 -1.25663 0.0079 0.0274 0.0047
H -0.02223 -7.64415 -1.98415 -0.0071 -0.0232 0.0099
H 1.16292 -6.46440 -1.43022 0.0145 0.0084 0.0095
H -0.79952 -6.06329 -3.74959 0.0025 0.0543 -0.0594
H 0.90441 -6.43383 -3.92907 0.0280 0.0529 -0.0670
H 0.61500 -4.04944 -4.26882 -0.0184 0.1494 0.0293
H 1.51949 -4.28326 -2.79664 -0.0218 0.0644 0.0709
Cl -6.24358 -1.12872 -0.51765 -0.6138 -0.6150 -0.1477
O -1.16082 6.92502 3.89881 0.1933 -0.2011 0.0704
H -0.99555 6.26788 3.21313 -0.0770 0.0172 -0.0567
O 1.98185 1.15922 6.49957 0.0989 0.3980 -0.0206
H 2.51975 0.70716 7.25725 -0.0666 0.1397 -0.1928
H 2.58540 1.80491 5.94925 -0.0772 -0.3364 0.2661
H 1.14642 1.65612 6.87858 0.1749 -0.0479 0.0108
Na 2.94396 0.02940 1.47875 0.2732 -0.5099 -0.8491
C -4.76287 1.45604 -2.03425 -0.1408 1.4452 -0.6953
C -4.29910 1.54477 -3.41394 -0.5821 0.4270 1.1956
N -3.93294 1.59135 -4.49036 0.5414 -0.1608 -1.3193
H -5.15324 0.47015 -1.83823 -1.4145 1.4410 0.5486
H -3.93696 1.65136 -1.35004 -0.2340 0.3257 -0.5114
H -5.55217 2.18057 -1.85336 -0.0424 0.0218 -0.0058
Cl 2.48827 1.75800 -1.02503 1.6701 0.3600 -2.5955
C 3.04082 -1.74367 -4.51917 -0.3074 -0.5338 0.1304
O 3.12196 -0.52423 -4.63666 0.0486 -0.0745 -0.0464
O 2.21793 -2.47274 -5.15545 0.3588 0.3554 0.1861
O 3.74102 -2.43509 -3.72081 -0.1687 0.2209 -0.2700
K 0.36874 -1.10297 5.60307 -0.5736 -3.9769 4.8308
K -4.03379 -0.99227 -2.24317 1.3503 -3.0120 -1.0527
```
Positions in Å, forces in eV/Å.

Computed properties:
* DFT total energy: -257974.7933 eV
* net charge: 0
* Kohn-Sham gap: 1.212 eV


(2)
Density functional theory data (ωB97M-V/def2-TZVPD) for a 3-piece molecular cluster, C21H33BrFN4O6P2 overall at a distorted geometry.

```
68
Properties=species:S:1:pos:R:3:forces:R:3
C -2.79626 0.36201 3.06835 -0.2175 -0.1663 -0.0259
C -2.76624 -0.66227 1.93017 -0.1389 0.0084 0.2224
C -3.33940 -2.00780 2.41317 -0.0791 0.0427 -0.3290
C -1.34559 -0.80022 1.38723 -0.2291 0.1091 0.0700
C -1.22724 -1.69047 0.15748 -0.1812 -0.0242 -0.0115
C -2.02505 -1.17200 -1.03685 0.2492 -0.3961 -0.1762
C 0.24071 -1.93562 -0.25518 -0.2804 0.0198 0.0118
O 1.15729 -1.31512 0.63377 0.2276 -0.2486 -0.1284
C 2.13973 -0.49946 0.07017 0.1671 0.7623 0.1323
C 1.61477 0.79669 -0.66715 -0.5407 -0.1776 -0.2271
O 2.56150 1.58688 -0.89355 -0.1596 -0.0253 -0.2908
O 0.40279 0.84508 -0.95585 0.9341 0.1840 0.3346
N 3.03516 -1.20567 -0.86263 -0.6786 -0.5302 -0.0806
C 3.66815 -2.39346 -0.32778 0.4538 -0.0583 -0.1379
C 3.02150 -3.74095 -0.61987 -0.3428 0.0371 0.2380
F 4.97850 -2.44249 -0.80782 0.1754 0.0182 -0.1055
P 2.95476 -0.78702 -2.50629 0.0401 0.1827 0.3417
O 3.25420 -2.24333 -3.22654 0.0811 -0.1260 0.0296
Br 5.04707 0.03476 -2.85965 0.1192 0.0363 -0.1072
P 3.17522 0.11755 1.50969 0.0607 -0.5636 0.4753
N 3.27457 -0.88888 2.69370 0.0806 0.1517 -0.3321
O 2.50742 1.50261 1.92028 -0.0632 -0.3519 0.1459
O 4.59522 0.46903 0.85699 0.0210 0.0369 -0.0552
H -3.81871 0.70873 3.23020 -0.0514 0.0586 0.0567
H -2.17138 1.22535 2.84896 0.0562 0.0581 0.0094
H -2.47021 -0.09468 4.00370 0.2256 0.0491 0.0448
H -3.43243 -0.28577 1.15182 0.1099 0.0831 -0.1361
H -2.54552 -2.73985 2.56251 0.0534 -0.0056 0.1993
H -3.89963 -1.89191 3.34035 -0.0153 -0.0336 0.0885
H -4.02213 -2.43584 1.67792 -0.0112 -0.0723 -0.0498
H -0.73373 -1.20612 2.19628 0.1576 0.0433 -0.0014
H -0.96197 0.19277 1.15277 0.1375 -0.0015 -0.0831
H -1.66128 -2.66330 0.41428 0.0562 -0.0804 0.0947
H -1.95974 -1.92059 -1.83347 -0.0461 0.0301 -0.1223
H -3.08488 -1.05178 -0.83004 -0.0437 0.1352 0.0676
H -1.58715 -0.25150 -1.41689 -0.1034 0.1524 0.1054
H 0.38205 -1.58289 -1.27689 0.0784 0.1152 -0.0136
H 0.44243 -3.00927 -0.23916 0.0297 -0.0617 0.0238
H 3.75557 -2.26880 0.74688 -0.1447 0.1197 0.1299
H 3.78794 -4.47194 -0.85973 0.0728 -0.0202 -0.0696
H 2.28779 -3.69278 -1.41426 0.0656 -0.0169 -0.2074
H 2.49337 -4.07295 0.27324 -0.0018 -0.0408 0.0673
H 2.41233 -2.57700 -3.55618 -0.0056 -0.0230 -0.1000
H 4.22989 -1.14855 2.90414 -0.0215 -0.0048 0.1245
H 3.11058 2.25268 1.81424 -0.2937 0.3845 -0.0606
H 4.50107 0.66353 -0.09242 -0.1082 0.2277 -0.0341
N 2.79380 4.28757 2.47192 0.2686 0.0141 -0.1069
C 3.42110 5.39596 2.08927 -0.0274 0.0371 0.0035
C 3.02844 6.66638 2.48302 -0.0274 -0.0005 0.0127
C 1.92435 6.78642 3.31274 0.0048 -0.0067 -0.0056
C 1.26287 5.63682 3.71227 0.0194 0.0190 -0.0046
C 1.73689 4.41105 3.26644 -0.0619 -0.0979 0.0204
H 4.27324 5.25827 1.43313 -0.0003 0.0062 0.0015
H 3.57350 7.53642 2.14284 0.0037 -0.0022 -0.0090
H 1.58378 7.76088 3.63979 -0.0016 0.0025 0.0004
H 0.39477 5.68258 4.35550 -0.0050 -0.0092 -0.0002
H 1.25328 3.48282 3.54994 -0.0082 -0.0019 -0.0154
N -4.39154 -0.57690 -3.24008 -0.1157 0.0409 0.0086
C -3.70096 -0.43457 -4.36679 0.0605 0.0233 0.0202
C -4.14174 -0.90239 -5.59733 -0.0205 -0.0130 -0.0011
C -5.36364 -1.55255 -5.65758 0.0033 0.0015 0.0024
C -6.09194 -1.70852 -4.48870 0.0101 -0.0088 -0.0107
C -5.56172 -1.20331 -3.30997 0.0077 -0.0121 -0.0330
H -2.74843 0.07640 -4.27514 0.0044 -0.0060 -0.0093
H -3.53787 -0.75805 -6.48292 0.0104 0.0016 0.0027
H -5.74147 -1.93253 -6.59846 -0.0008 -0.0010 -0.0029
H -7.04940 -2.21205 -4.48622 -0.0046 0.0002 0.0064
H -6.10038 -1.30812 -2.37379 -0.0147 -0.0043 -0.0087
```
Positions in Å, forces in eV/Å.

Computed properties:
* DFT total energy: -131900.1511 eV
* net charge: -1
* relative energy (zero: lowest compared OMol25 entry of this formula, charge and spin): 0.0 kcal/mol
* Kohn-Sham gap: 7.487 eV


(3)
Density functional theory data (ωB97M-V/def2-TZVPD) for C21H33BrMnN2SbSi as an isolated structure.

```
60
Properties=species:S:1:pos:R:3:forces:R:3
Mn -0.25541 0.54557 -0.43626 -0.1381 -0.7336 -0.6301
Br -5.97459 -4.14666 -1.21412 -0.1165 -0.0639 0.0060
C -4.31220 -3.29808 -1.29094 0.0124 -0.0019 -0.0217
C -3.38256 -3.68982 -2.24789 0.0762 0.0221 -0.0186
C -2.15200 -3.06170 -2.31219 -0.0714 -0.0802 -0.1251
C -1.84854 -2.04011 -1.41860 0.3797 0.0681 -0.1175
C -2.78595 -1.65047 -0.47484 -0.1469 -0.0088 0.1652
C -4.01931 -2.27738 -0.39923 0.1104 0.0593 0.0016
N -0.59923 -1.33739 -1.43371 -0.5517 0.1300 0.2240
C 0.43789 -1.77973 -2.01864 0.4191 -0.0631 -0.1030
C 1.67997 -0.97934 -2.02194 -0.3045 -0.2165 -0.0144
C 2.82381 -1.43732 -2.64143 0.1664 -0.0379 -0.0657
C 3.96478 -0.64264 -2.61207 0.0044 -0.0886 -0.0536
C 3.91721 0.57844 -1.96389 -0.0227 0.0500 0.0414
C 2.72900 0.96888 -1.36497 0.0322 -0.0812 -0.0394
N 1.63198 0.20874 -1.39413 -0.0718 0.3120 0.1284
H -3.62584 -4.47860 -2.94583 -0.0040 0.0021 0.0052
H -1.45881 -3.36837 -3.08490 0.0007 0.0288 0.0124
H -2.54691 -0.87413 0.24336 0.0324 0.0445 0.0220
H -4.74497 -1.98219 0.34567 0.0100 0.0032 -0.0035
H 0.45949 -2.74571 -2.51684 0.0221 -0.0030 -0.0071
H 2.82177 -2.39932 -3.13783 0.0170 0.0262 0.0102
H 4.87541 -0.97712 -3.09138 -0.0115 0.0063 0.0092
H 4.78059 1.22720 -1.91701 -0.0078 -0.0099 -0.0058
H 2.65395 1.91856 -0.84984 -0.0060 0.0059 0.0000
C -2.46471 1.88698 -0.94812 -0.1809 -0.0683 0.2369
Si -1.22063 1.71452 -2.32554 0.2614 0.2432 -0.0079
C -0.01054 3.11010 -2.25533 0.1312 0.3015 -0.0749
C -1.83109 1.21188 -3.96477 -0.1681 -0.1781 -0.2849
H -2.78117 2.93475 -0.92252 -0.0386 -0.0480 0.0489
H -2.12147 1.69767 0.09021 -0.0427 0.0308 0.0239
H -3.32179 1.23469 -1.11673 -0.0334 0.0631 0.0443
H -0.53575 4.05264 -2.44865 0.0834 -0.0116 -0.0372
H 0.77335 2.99018 -3.00491 0.0042 0.0638 0.0211
H 0.46415 3.22729 -1.27368 -0.0200 -0.0135 -0.0149
H -2.41399 2.03608 -4.38917 0.0105 -0.0590 -0.0342
H -2.47452 0.33264 -3.90480 0.0040 0.0174 -0.0483
H -1.00036 1.00516 -4.64150 -0.0446 -0.0005 -0.0223
C 0.35178 -0.27875 5.16238 -0.0876 -0.0251 0.0059
C -0.63627 -0.16719 4.00384 -0.0456 -0.1083 -0.0345
Sb 0.30268 0.32054 2.15337 0.2263 0.4899 0.5431
C 2.31542 -0.31243 2.41792 0.0078 -0.1600 -0.0012
C 2.48155 -1.82396 2.26637 0.0515 0.0408 0.0128
C 0.57428 2.45529 2.27826 0.0942 0.0344 0.2630
C 1.21850 2.96216 3.57043 -0.0582 -0.0015 -0.0498
H -0.19436 -0.51363 6.07700 0.0136 0.0104 -0.0115
H 0.89963 0.64607 5.33627 -0.0027 0.0072 -0.0207
H 1.07523 -1.07904 5.00533 -0.0128 0.0059 -0.0136
H -1.37996 0.61529 4.15909 0.0100 -0.0003 0.0607
H -1.17427 -1.10083 3.84586 -0.0222 0.0008 0.0422
H 2.61809 0.03482 3.40539 0.0422 -0.0364 0.0021
H 2.90891 0.23638 1.68456 0.0193 -0.0093 -0.0074
H 1.91064 -2.37371 3.01622 -0.0120 0.0214 -0.0064
H 3.52683 -2.11087 2.38457 -0.0085 0.0109 0.0026
H 2.15266 -2.17167 1.28420 0.0027 0.0087 -0.0088
H -0.41067 2.90336 2.13189 -0.0063 0.0340 -0.0006
H 1.18380 2.73744 1.41291 0.0015 -0.0133 -0.0177
H 0.57673 2.77516 4.43092 -0.0036 -0.0108 -0.0016
H 1.38407 4.03870 3.52020 -0.0062 -0.0058 -0.0167
H 2.18369 2.49096 3.75798 0.0002 -0.0042 -0.0127
```
Positions in Å, forces in eV/Å.

Computed properties:
* DFT total energy: -141055.9789 eV
* net charge: +2
* relative energy (zero: lowest compared OMol25 entry of this formula, charge and spin): 7.1 kcal/mol
* 2S+1: 5
* Kohn-Sham gap (alpha / beta): 6.852 / 6.883 eV